{
  "formula": "C4H7NO2",
  "method": "ωB97M-V/def2-TZVPD",
  "e_lumo_ev": 0.75,
  "smiles": "C[C@H](O)CN=C=O",
  "gap_ha": 0.41117,
  "e_above_lowest_kcal_mol": 26.0,
  "symbols": ["C", "C", "O", "C", "N", "C", "O", "H", "H", "H", "H", "H", "H", "H"],
  "coordinates": [[-1.290, -0.941, 0.065], [-0.354, -0.047, -0.735], [0.829, -0.761, -1.044], [0.024, 1.243, 0.054], [1.349, 1.111, 0.651], [1.767, 0.066, 1.124], [2.263, -0.871, 1.617], [-0.901, -1.134, 1.072], [-1.432, -1.905, -0.433], [-2.269, -0.457, 0.163], [-0.842, 0.231, -1.678], [1.523, -0.088, -1.124], [-0.692, 1.428, 0.862], [0.023, 2.124, -0.594]],
  "lowdin_charge": [-0.0447, -0.4201, -0.0461, -0.1436, 0.0967, -0.3364, 0.1806, 0.0854, 0.0850, 0.0846, 0.1355, 0.0918, 0.1182, 0.1132]
}

{
  "formula": "C12H30Br12NOP2S",
  "method": "ωB97M-V/def2-TZVPD",
  "e_lumo_ev": -4.64,
  "charge": 1,
  "gap_ha": 0.24301,
  "symbols": ["N", "P", "S", "P", "O", "H", "H", "H", "H", "H", "H", "Br", "C", "C", "Br", "H", "H", "H", "H", "Br", "C", "C", "Br", "H", "H", "H", "H", "Br", "C", "C", "Br", "H", "H", "H", "H", "Br", "C", "C", "Br", "H", "H", "H", "H", "Br", "C", "C", "Br", "H", "H", "H", "H", "Br", "C", "C", "Br", "H", "H", "H", "H"],
  "coordinates": [[-2.140, -3.844, -2.465], [-2.561, -2.408, -2.819], [-3.971, -2.736, -4.580], [-5.852, -3.162, -3.485], [-5.484, -3.422, -2.093], [-2.527, -4.532, -3.119], [-1.564, -1.491, -3.202], [-3.343, -1.791, -1.833], [-4.170, -1.633, -5.333], [-6.607, -1.992, -3.631], [-6.382, -4.242, -4.200], [2.717, -1.641, 0.187], [1.038, -1.314, 1.105], [0.102, -2.488, 1.043], [-0.750, -2.710, -0.714], [0.625, -0.420, 0.656], [1.314, -1.102, 2.136], [-0.721, -2.343, 1.741], [0.590, -3.437, 1.240], [-5.352, -9.173, -0.686], [-4.364, -7.576, -0.200], [-4.769, -6.394, -1.038], [-4.012, -6.507, -2.831], [-3.309, -7.814, -0.296], [-4.603, -7.388, 0.844], [-4.378, -5.468, -0.622], [-5.843, -6.311, -1.158], [1.422, 2.527, -1.917], [2.820, 2.168, -0.602], [3.813, 3.293, -0.523], [5.035, 3.281, -2.032], [3.272, 1.221, -0.877], [2.296, 2.057, 0.346], [4.440, 3.180, 0.359], [3.344, 4.272, -0.507], [-2.412, -1.715, 4.557], [-1.379, -0.093, 4.848], [-1.884, 1.049, 4.009], [-1.355, 0.841, 2.147], [-0.344, -0.340, 4.636], [-1.487, 0.139, 5.905], [-1.440, 1.987, 4.335], [-2.965, 1.136, 4.017], [9.337, 3.260, 1.327], [8.416, 4.206, -0.100], [8.055, 5.611, 0.300], [6.532, 5.654, 1.510], [7.547, 3.612, -0.361], [9.113, 4.220, -0.935], [7.747, 6.183, -0.572], [8.866, 6.125, 0.805], [-1.137, 7.007, 0.476], [-0.221, 5.374, -0.040], [-0.418, 4.280, 0.975], [0.672, 4.564, 2.564], [0.825, 5.629, -0.181], [-0.655, 5.084, -0.993], [-0.094, 3.326, 0.567], [-1.446, 4.201, 1.311]],
  "lowdin_charge": [-0.4742, 0.4408, 0.5969, 0.5405, -0.4609, -0.1029, -0.0067, -0.0078, -0.0790, 0.0167, 0.0183, 0.6594, -0.7484, -0.6142, 0.8030, -0.0130, 0.0538, 0.0238, 0.0613, 0.6340, -0.6966, -0.6635, 0.6775, 0.0543, 0.0636, 0.0543, 0.0516, 0.6182, -0.6867, -0.6910, 0.6470, 0.0142, 0.0496, 0.0510, 0.0467, 0.6210, -0.6837, -0.6517, 0.6934, 0.0492, 0.0643, 0.0601, 0.0556, 0.6105, -0.7124, -0.6895, 0.6020, -0.0032, 0.0608, 0.0584, 0.0509, 0.6293, -0.7277, -0.7354, 0.5988, 0.0412, 0.0478, -0.0139, 0.0423]
}

{
  "formula": "C24H14BF4IrN7O2Se",
  "method": "ωB97M-V/def2-TZVPD",
  "e_lumo_ev": [-4.13, -6.87],
  "charge": 1,
  "spin_multiplicity": 5,
  "gap_ha": [0.20309, 0.20220],
  "e_above_lowest_kcal_mol": 7.6,
  "symbols": ["Ir", "O", "C", "N", "C", "O", "C", "C", "C", "C", "C", "N", "C", "C", "C", "C", "C", "N", "H", "H", "H", "H", "H", "H", "H", "H", "Se", "N", "C", "C", "C", "C", "C", "N", "C", "C", "N", "C", "C", "C", "C", "C", "N", "H", "H", "H", "H", "H", "H", "F", "B", "F", "F", "F"],
  "coordinates": [[-0.040, -0.650, 0.048], [3.588, -0.471, 1.860], [2.661, -0.408, 1.100], [1.345, -0.062, 1.383], [0.995, 0.711, 2.480], [1.676, 0.970, 3.436], [-0.400, 1.255, 2.316], [-0.923, 2.157, 3.215], [-2.183, 2.682, 2.964], [-2.867, 2.283, 1.828], [-2.285, 1.363, 0.972], [-1.073, 0.860, 1.222], [2.825, -0.630, -0.386], [4.069, -0.745, -0.965], [4.152, -0.785, -2.349], [2.991, -0.690, -3.101], [1.773, -0.591, -2.456], [1.699, -0.588, -1.121], [-0.326, 2.438, 4.071], [-2.619, 3.404, 3.641], [-3.841, 2.683, 1.586], [-2.764, 1.049, 0.057], [4.938, -0.773, -0.321], [5.114, -0.864, -2.837], [3.019, -0.679, -4.181], [0.849, -0.473, -3.000], [-4.758, -6.715, -0.092], [-3.607, -6.072, 1.208], [-3.065, -5.016, 0.656], [-2.079, -4.199, 1.336], [-1.619, -4.490, 2.627], [-0.667, -3.683, 3.206], [-0.182, -2.588, 2.497], [-0.617, -2.300, 1.273], [-1.551, -3.084, 0.685], [-1.965, -2.736, -0.659], [-1.407, -1.636, -1.231], [-1.740, -1.321, -2.479], [-2.658, -2.069, -3.222], [-3.247, -3.166, -2.658], [-2.899, -3.529, -1.340], [-3.467, -4.669, -0.697], [-4.377, -5.458, -1.304], [-2.021, -5.352, 3.143], [-0.286, -3.882, 4.196], [0.577, -1.938, 2.909], [-1.291, -0.439, -2.906], [-2.894, -1.750, -4.227], [-3.972, -3.766, -3.190], [-1.208, 3.252, -2.132], [-1.233, 1.909, -2.345], [-0.218, 1.276, -1.473], [-2.474, 1.336, -1.992], [-0.890, 1.508, -3.633]],
  "mulliken_spin": [1.5359, 0.0022, 0.0202, -0.0148, 0.0082, -0.0016, 0.0200, 0.0007, 0.0047, 0.0021, -0.0001, 0.1057, 0.0305, -0.0039, 0.0205, -0.0073, 0.0390, 0.0543, 0.0009, 0.0002, 0.0014, 0.0075, 0.0002, 0.0008, 0.0010, -0.0004, 0.7788, 0.2898, 0.0420, 0.0189, 0.0342, 0.0199, 0.0217, 0.0726, 0.0727, 0.1680, -0.0637, 0.0239, -0.0227, 0.0703, 0.0284, 0.2268, 0.2637, 0.0111, 0.0020, -0.0052, 0.0151, 0.0014, 0.0167, 0.0025, 0.0291, 0.0518, 0.0018, 0.0004]
}

{
  "formula": "C17H16BrClCo",
  "method": "ωB97M-V/def2-TZVPD",
  "e_lumo_ev": [5.15, 2.84],
  "charge": -2,
  "spin_multiplicity": 4,
  "gap_ha": [0.08098, 0.12882],
  "e_above_lowest_kcal_mol": 0.0,
  "symbols": ["C", "C", "C", "H", "C", "C", "H", "H", "H", "H", "Co", "Br", "C", "C", "C", "H", "C", "C", "H", "H", "H", "H", "Cl", "C", "C", "C", "C", "C", "C", "C", "H", "H", "H", "H", "H", "H"],
  "coordinates": [[-1.947, -0.873, -1.047], [-1.947, -1.363, 0.297], [-1.710, -0.245, 1.162], [-2.123, -2.397, 0.590], [-1.497, 0.919, 0.356], [-1.653, 0.527, -1.021], [-1.574, 1.181, -1.878], [-2.116, -1.480, -1.934], [-1.705, -0.280, 2.247], [-1.283, 1.925, 0.698], [-0.245, -0.495, -0.121], [1.469, 0.001, -1.533], [2.542, 0.632, -4.375], [1.467, 1.429, -4.877], [0.483, 0.551, -5.428], [1.424, 2.516, -4.860], [0.953, -0.794, -5.272], [2.224, -0.746, -4.626], [2.855, -1.596, -4.377], [3.448, 1.005, -3.901], [-0.445, 0.853, -5.911], [0.445, -1.694, -5.614], [1.538, 1.667, 1.848], [1.174, 0.517, 3.075], [1.131, 0.941, 4.409], [0.670, 0.055, 5.396], [0.315, -1.250, 5.039], [0.408, -1.685, 3.727], [0.859, -0.813, 2.700], [0.970, -1.287, 1.317], [1.409, 1.972, 4.648], [0.619, 0.385, 6.432], [-0.074, -1.933, 5.798], [0.132, -2.703, 3.451], [0.603, -2.326, 1.214], [1.987, -1.183, 0.918]],
  "mulliken_spin": [0.0322, 0.1625, 0.2922, -0.0565, 0.3109, 0.0293, -0.0056, 0.0020, -0.2714, -0.1303, 1.1167, 0.3297, 0.1526, -0.0347, 0.1780, -0.0041, 0.0096, 0.0906, -0.0118, -0.0114, -0.0044, -0.0042, 0.2738, 0.3309, 0.0690, 0.1825, -0.1425, 0.7659, 0.7634, -0.0810, -0.0412, -0.6085, -0.6844, 0.0007, 0.0446, -0.0453]
}